Entry 1:
DFT (ωB97M-V with the def2-TZVPD basis set) results for one molecule with the formula C12H10ClN3O2 at a distorted geometry.

Electronic energy (hartree): -1238.236976
E_HOMO (eV): -8.49
SMILES: O=C(CCl)Nc1cccc(Oc2cnccn2)c1

The geometry in ORCA input format:
```
! wB97M-V def2-TZVPD RIJCOSX def2/J DEFGRID3
* xyz 0 1
N 4.7745 -1.1458 -0.0060
C -1.8585 2.3368 0.0044
C 0.7825 1.4928 -0.0030
C -4.0028 -1.9283 -0.0094
C -0.2331 0.5474 -0.0050
H -4.0877 -2.5511 -0.9014
H -1.0679 4.3208 0.0096
C 0.4818 2.8551 0.0019
H 4.6362 -3.1938 0.0135
C -0.8354 3.2670 0.0056
N 2.0089 -1.1123 0.0170
C -2.6183 -1.2675 -0.0133
N -2.6306 0.0810 -0.0021
H 2.0835 -3.1492 0.0362
C 4.0688 -2.2751 0.0102
H 4.6853 0.9029 -0.0240
C 2.6871 -2.2529 0.0222
Cl -5.3934 -0.8202 0.0107
H -2.8891 2.6606 0.0076
C 2.7028 0.0139 -0.0006
H -4.0749 -2.5673 0.8722
H -0.0070 -0.5046 -0.0090
H -3.5477 0.5159 0.0063
H 1.2915 3.5668 0.0027
C 4.1124 -0.0128 -0.0113
C -1.5563 0.9781 -0.0012
O -1.6443 -1.9844 -0.0259
O 2.1316 1.2263 -0.0077
*
```

=====

Entry 2:
DFT (ωB97M-V with the def2-TZVPD basis set) results for a 2-piece molecular cluster, C12H10F2N overall at a distorted geometry.

Electronic energy (hartree): -717.256422
E_HOMO (spin up / spin down) (eV): -13.76 / -13.76

The geometry in ORCA input format:
```
! wB97M-V def2-TZVPD RIJCOSX def2/J DEFGRID3
* xyz 1 1
C -2.6872 0.4502 -1.2266
H -3.5086 0.3616 -0.6610
H -1.3925 0.7311 0.5875
C 2.1879 -1.0176 2.9907
F 1.9005 1.3046 -1.3274
H 0.5991 0.8987 -3.0556
H -1.3407 0.3945 -4.3354
C 2.8554 0.0984 2.4841
C -1.4689 0.4327 -3.3051
H -3.6557 0.1398 -2.9315
C -2.6907 0.3481 -2.6161
H 0.4702 -2.3958 2.4582
C -0.2970 0.7532 -2.6621
C -0.3656 0.7261 -1.2497
H 2.5314 -1.4241 3.8368
C 1.0532 -1.4589 2.2407
C -1.5396 0.5960 -0.5315
C 0.7364 -1.0037 0.9586
F 0.7314 2.6464 -0.0637
H 2.4452 1.8706 1.1629
N 0.8798 0.9654 -0.5203
C 2.2202 0.8478 1.5075
H 0.1389 -1.4207 0.1888
C 1.2841 0.2398 0.6482
H 3.6975 0.4682 2.9536
*
```

=====

Entry 3:
DFT (ωB97M-V with the def2-TZVPD basis set) results for a 2-piece molecular cluster, C12H10F5N2O overall at a distorted geometry.

Electronic energy (hartree): -1147.310608
E_HOMO (eV): -4.10

The geometry in ORCA input format:
```
! wB97M-V def2-TZVPD RIJCOSX def2/J DEFGRID3
* xyz -1 1
N 0.1266 -0.9539 0.9920
H -0.5287 -2.1055 -2.2417
C -0.8046 -1.7911 -1.1947
C -1.5486 -0.5907 2.7816
F 0.0270 2.0693 -1.7681
C 1.7941 -1.2525 -0.8631
H -4.5638 -1.8677 0.4055
H 3.2422 0.2697 0.0075
C -3.6907 -1.5256 1.0293
O 2.5893 0.9246 -1.8933
F 0.8826 4.0746 -1.2141
H 2.4058 -1.8782 -0.1445
H -0.7090 -0.2157 3.4319
F 1.0967 3.3833 -3.3225
C -2.2851 -1.4820 0.4672
H 1.5028 0.8689 -0.1118
H 1.8773 -1.6050 -1.9247
C -2.9009 -0.6319 3.3236
C -1.2137 -1.0188 1.3701
F 4.9366 0.2469 -0.4622
C -3.9902 -1.1199 2.3943
C 1.0765 2.9247 -1.9934
H 2.7636 2.5577 -0.5953
F -5.2759 -1.1503 2.9247
H 3.2734 2.8586 -2.3029
H -3.0745 -0.3186 4.3791
C 2.2868 0.2438 -0.6466
C 2.5073 2.3188 -1.6715
C 0.3152 -1.3244 -0.3074
N -2.1181 -1.9091 -0.8490
*
```